# 1
{"formula": "C18H16MnN5O2S4", "method": "ωB97M-V/def2-TZVPD", "homo_energy_ev": [-6.93, -7.28], "total_energy_ev": -105132.63482, "s2": 6.03, "e_lumo_ha": [-0.0203, -0.0492], "spin_multiplicity": 5, "gap_ev": [6.3807, 5.9457], "symbols": ["Mn", "O", "C", "C", "C", "C", "C", "C", "C", "O", "N", "N", "C", "C", "C", "C", "C", "C", "N", "H", "H", "H", "H", "H", "H", "H", "H", "H", "H", "S", "S", "S", "S", "N", "C", "C", "C", "N", "C", "C", "H", "H", "H", "H", "H", "H"], "coordinates": [[-1.016, 0.476, 1.015], [0.702, 0.922, -3.239], [1.999, 0.717, -2.933], [2.880, 0.332, -3.940], [4.222, 0.162, -3.660], [4.713, 0.386, -2.378], [3.838, 0.714, -1.361], [2.474, 0.859, -1.617], [1.508, 1.043, -0.516], [0.353, 1.532, -0.728], [1.910, 0.620, 0.685], [0.901, 0.621, 1.552], [1.105, 0.753, 2.820], [-0.089, 1.017, 3.582], [-0.130, 1.145, 4.967], [-1.316, 1.493, 5.578], [-2.440, 1.716, 4.792], [-2.335, 1.556, 3.428], [-1.199, 1.204, 2.815], [0.278, 1.268, -2.419], [2.491, 0.185, -4.940], [4.901, -0.136, -4.449], [5.771, 0.294, -2.172], [4.188, 0.869, -0.350], [2.105, 0.783, 3.237], [0.773, 0.965, 5.533], [-1.378, 1.592, 6.654], [-3.388, 1.986, 5.230], [-3.194, 1.711, 2.790], [-3.605, -0.682, 1.192], [-5.384, -0.557, 2.448], [-4.950, -0.836, 4.305], [-2.183, -1.722, 2.129], [-1.385, -2.820, -4.074], [-1.218, -2.139, -2.909], [-1.993, -1.008, -2.612], [-1.783, -0.354, -1.427], [-0.881, -0.744, -0.516], [-0.156, -1.830, -0.782], [-0.292, -2.551, -1.944], [-1.902, -2.388, -4.818], [-0.708, -3.514, -4.331], [-2.730, -0.642, -3.314], [-2.343, 0.547, -1.190], [0.564, -2.117, -0.027], [0.321, -3.427, -2.107]], "forces_ev_per_a": [[0.01, -0.78, 0.28], [0.01, -0.06, -0.14], [0.05, 0.10, 0.23], [-0.04, 0.00, -0.13], [-0.01, 0.04, 0.02], [0.12, -0.01, 0.09], [-0.06, -0.01, -0.12], [-0.03, -0.04, -0.11], [-0.37, 0.06, 0.45], [0.10, 0.23, -0.11], [0.66, -0.30, -0.16], [-0.01, 0.52, 0.18], [0.24, -0.22, -0.52], [-0.59, 0.07, 0.13], [0.29, -0.09, -0.25], [-0.30, 0.05, -0.05], [0.16, 0.00, 0.19], [0.02, 0.09, -0.13], [-0.26, 0.73, 1.49], [0.01, -0.02, 0.01], [-0.01, 0.02, 0.01], [-0.02, 0.03, -0.03], [-0.01, -0.03, -0.01], [-0.01, -0.07, 0.02], [0.02, 0.03, 0.03], [-0.02, 0.01, 0.04], [0.05, -0.01, 0.01], [-0.03, 0.02, -0.02], [0.00, -0.08, -0.05], [-0.39, 0.17, -0.19], [0.31, 0.14, -0.01], [0.10, -0.06, -0.21], [0.23, 0.01, 0.35], [-0.04, -0.04, 0.05], [-0.01, 0.11, 0.19], [0.00, -0.02, -0.11], [0.12, -0.28, -0.31], [-0.35, -0.28, -0.94], [0.07, 0.04, 0.11], [0.01, -0.02, -0.08], [0.02, -0.02, -0.05], [0.01, 0.00, -0.07], [0.00, 0.01, 0.01], [-0.06, -0.04, -0.09], [-0.02, -0.02, 0.01], [0.02, 0.02, 0.00]]}

# 2
{"formula": "C3H8N2O", "method": "ωB97M-V/def2-TZVPD", "homo_energy_ev": -8.00, "total_energy_ev": -8267.51410, "relative_energy_kj_mol": 174.8, "e_lumo_ha": 0.0294, "smiles": "NC/C=C(\\N)O", "gap_ev": 8.7973, "symbols": ["C", "N", "N", "C", "C", "O", "H", "H", "H", "H", "H", "H", "H", "H"], "coordinates": [[1.137, -0.186, 0.352], [1.779, 0.542, -0.613], [-2.260, -0.603, -0.263], [-0.130, -0.106, 0.795], [-1.257, 0.419, -0.017], [2.008, -0.948, 1.086], [2.765, -1.097, 0.496], [-0.792, 0.710, -1.004], [1.168, 1.111, -1.189], [2.536, 1.099, -0.227], [-1.834, -1.367, -0.787], [-3.000, -0.222, -0.848], [-0.394, -0.615, 1.720], [-1.726, 1.264, 0.497]], "forces_ev_per_a": [[-1.07, -0.12, 2.40], [0.43, 0.44, -1.64], [-0.38, -0.36, -0.10], [0.21, -0.71, -0.25], [0.90, 0.63, -0.90], [0.60, 0.14, -0.41], [-0.11, -0.10, 0.38], [-0.61, 0.53, 0.78], [0.19, -0.11, 0.24], [-0.21, -0.12, -0.10], [-0.12, 0.11, 0.19], [0.09, -0.10, 0.14], [0.17, -0.28, -0.35], [-0.10, 0.05, -0.39]]}

# 3
{"formula": "C9H16N4S", "method": "ωB97M-V/def2-TZVPD", "homo_energy_ev": -15.48, "total_energy_ev": -26368.60132, "relative_energy_kj_mol": 243.6, "e_lumo_ha": -0.2957, "charge": 2, "smiles": "C[N+]#C/C=C(\\N=C/NC=S)[C@@H](C)[NH2+]C", "gap_ev": 7.4314, "symbols": ["C", "C", "C", "C", "C", "C", "C", "C", "C", "N", "N", "N", "N", "S", "H", "H", "H", "H", "H", "H", "H", "H", "H", "H", "H", "H", "H", "H", "H", "H"], "coordinates": [[1.899, 1.574, -0.474], [1.109, -0.430, 2.233], [0.136, -0.028, -0.045], [0.514, -0.799, 1.060], [3.257, -0.207, 0.471], [-2.348, 0.088, -0.457], [1.957, -0.194, 4.647], [-1.591, -1.058, -3.157], [-1.010, -0.490, -0.877], [0.752, 1.092, -0.472], [1.445, -0.236, 3.340], [3.049, 1.037, 0.068], [-0.810, -0.147, -2.297], [2.675, -1.674, -0.074], [1.998, 2.665, -0.787], [-0.045, -1.680, 1.193], [3.968, -0.363, 1.217], [-2.340, 1.104, -0.943], [-3.238, -0.438, -0.931], [-2.442, 0.175, 0.568], [3.043, -0.150, 4.836], [1.567, -1.082, 5.264], [1.390, 0.616, 5.170], [-2.610, -0.976, -2.933], [-1.500, -0.619, -4.151], [-1.218, -2.031, -3.107], [-1.097, -1.628, -0.914], [3.711, 1.743, 0.176], [0.176, -0.443, -2.475], [-0.901, 0.845, -2.646]], "forces_ev_per_a": [[2.25, 1.96, 0.80], [1.21, 0.99, 4.19], [2.10, -0.05, 1.54], [-2.00, 1.10, -2.09], [0.12, -3.42, -1.04], [-0.84, 0.85, -3.43], [-1.49, -0.34, 3.33], [-0.04, 2.15, -1.81], [-1.25, -1.49, 0.22], [-3.44, -1.05, -0.95], [-0.12, -1.04, -3.68], [-2.56, 0.89, -1.28], [2.19, -0.61, -1.09], [0.43, 1.54, 0.00], [0.19, -1.56, 0.21], [-0.76, -1.21, 0.29], [1.48, 0.49, 1.11], [-0.34, -0.54, 0.97], [1.20, 0.39, 0.88], [-0.37, 0.11, 2.04], [-0.49, 0.23, -0.91], [0.56, 0.79, -1.39], [0.92, -0.15, -0.42], [-1.43, -0.16, 0.60], [0.11, -0.58, -0.23], [0.54, -1.47, 0.09], [0.50, 1.35, 0.43], [1.88, 0.98, 0.60], [-0.54, 0.81, -0.16], [-0.01, -0.96, 1.17]]}

# 4
{"formula": "C12H18B4F12N2O2V", "method": "ωB97M-V/def2-TZVPD", "homo_energy_ev": [-3.07, -3.30], "total_energy_ev": -80829.42602, "s2": 0.77, "e_lumo_ha": [0.0949, 0.0919], "charge": -2, "spin_multiplicity": 2, "gap_ev": [5.6499, 5.8005], "symbols": ["O", "V", "O", "B", "H", "H", "H", "H", "C", "N", "C", "C", "C", "C", "C", "C", "C", "C", "N", "C", "C", "C", "H", "H", "H", "H", "H", "H", "H", "H", "H", "H", "H", "H", "H", "H", "B", "F", "F", "F", "F", "B", "F", "F", "F", "F", "B", "F", "F", "F", "F"], "coordinates": [[1.441, 4.289, -3.388], [1.968, 2.812, -2.950], [0.733, 2.231, -2.157], [3.878, 2.223, -4.215], [3.738, 3.279, -4.041], [4.808, 2.030, -4.726], [3.908, 1.685, -3.280], [3.008, 1.800, -4.692], [-2.589, 1.698, -1.184], [-2.395, 0.686, -0.112], [-1.254, 0.000, 0.026], [-1.148, -1.008, 0.986], [-2.253, -1.291, 1.750], [-3.442, -0.615, 1.495], [-3.549, 0.384, 0.574], [-2.095, -2.116, 2.925], [-2.593, -3.396, 2.818], [-2.413, -4.261, 3.934], [-1.718, -3.879, 5.038], [-1.132, -2.666, 5.060], [-1.384, -1.716, 4.065], [-1.525, -4.897, 6.104], [-1.703, 1.813, -1.809], [-2.780, 2.701, -0.802], [-3.478, 1.331, -1.698], [-0.374, 0.265, -0.542], [-0.257, -1.590, 1.171], [-4.317, -0.913, 2.054], [-4.462, 0.960, 0.530], [-2.888, -3.807, 1.864], [-2.752, -5.281, 3.835], [-0.645, -2.495, 6.009], [-1.087, -0.709, 4.316], [-0.482, -4.998, 6.403], [-1.980, -5.810, 5.720], [-2.006, -4.551, 7.019], [0.740, 1.715, -5.721], [0.889, 1.135, -4.447], [-0.404, 1.394, -6.402], [0.740, 3.094, -5.588], [1.766, 1.223, -6.497], [4.076, 4.270, -0.992], [3.827, 5.466, -1.707], [4.252, 4.584, 0.371], [2.953, 3.511, -1.094], [5.252, 3.710, -1.487], [2.190, -0.852, -0.919], [2.442, 0.130, -1.849], [1.050, -1.608, -1.256], [3.397, -1.567, -0.928], [2.047, -0.394, 0.418]], "forces_ev_per_a": [[1.29, -2.67, 1.01], [-0.42, 2.69, -1.48], [-0.27, -0.23, 0.73], [-0.20, 0.35, 0.28], [-0.41, 4.27, 0.64], [3.17, -0.66, -1.98], [0.11, -1.97, 4.23], [-3.28, -1.31, -2.00], [0.18, 0.10, -0.16], [-1.04, 0.71, -0.55], [0.39, -0.23, 0.52], [-0.38, 0.25, -0.29], [0.72, 1.34, 0.04], [-1.19, -0.18, 0.02], [1.80, -1.01, 0.90], [-0.57, 0.23, -0.76], [0.91, -2.58, 3.02], [-1.24, 0.57, -3.76], [-0.11, -2.48, 0.88], [-0.24, 2.46, -0.37], [0.73, -1.50, 2.49], [-0.17, 1.37, -0.42], [0.08, -0.46, -0.13], [-0.08, -0.21, 0.49], [0.32, 0.34, -0.50], [0.00, 0.33, -0.54], [0.44, 0.49, -0.45], [-0.11, 0.19, 0.19], [0.30, 0.25, -0.74], [-0.53, 0.00, 0.14], [0.14, -0.07, 0.33], [0.27, 0.62, -0.17], [0.28, 0.08, -0.59], [0.18, -0.28, -0.55], [0.32, -0.02, 0.43], [-0.46, -0.15, 0.01], [0.71, 0.18, -0.69], [-0.61, -0.03, 0.63], [-2.08, -0.84, -0.10], [0.28, 0.61, 0.06], [1.07, -0.13, -0.79], [2.42, 2.65, 0.05], [0.01, 0.08, 0.10], [-0.05, -0.07, 0.33], [-2.05, -2.31, -1.02], [-0.35, -0.45, 0.12], [1.89, 0.12, -0.13], [-0.92, 0.85, -0.07], [-0.36, -0.21, 0.15], [-0.03, -1.45, 0.30], [-0.86, 0.35, 0.14]]}

# 5
{"formula": "C3H4O3S", "method": "ωB97M-V/def2-TZVPD", "homo_energy_ev": -10.31, "total_energy_ev": -20153.01267, "relative_energy_kj_mol": 131.4, "e_lumo_ha": -0.0085, "smiles": "COC(=O)C(=O)S", "gap_ev": 10.0770, "symbols": ["C", "C", "C", "H", "H", "H", "H", "O", "O", "O", "S"], "coordinates": [[-2.885, -0.072, 0.004], [-0.571, -0.262, -0.074], [0.759, 0.551, -0.042], [-3.561, 0.761, 0.063], [-2.998, -0.731, -0.828], [-2.964, -0.605, 0.950], [1.652, -1.644, 0.033], [-1.627, 0.584, -0.028], [-0.662, -1.477, 0.038], [0.716, 1.738, 0.043], [2.290, -0.365, 0.003]], "forces_ev_per_a": [[0.10, 0.47, 1.37], [-0.98, -0.91, 1.06], [0.00, -0.41, 0.17], [-0.66, 0.06, -0.45], [-0.30, -0.30, -0.54], [-0.06, -0.33, -0.14], [0.78, 1.67, -0.08], [1.91, -0.81, -0.62], [0.37, 1.82, -0.56], [0.20, 0.27, -0.17], [-1.36, -1.53, -0.04]]}

# 6
{"formula": "C3H5NO2", "method": "ωB97M-V/def2-TZVPD", "homo_energy_ev": -7.08, "total_energy_ev": -8772.92665, "relative_energy_kj_mol": 460.0, "e_lumo_ha": 0.0165, "gap_ev": 7.5350, "symbols": ["N", "C", "O", "C", "C", "O", "H", "H", "H", "H", "H"], "coordinates": [[0.475, -1.285, 0.693], [0.593, -0.121, 0.066], [1.629, 0.024, -0.749], [-0.297, 0.980, 0.217], [-1.511, 0.733, -0.685], [-1.511, 0.680, 0.802], [-0.343, -1.370, 1.283], [0.905, -2.118, 0.314], [0.128, 1.981, 0.297], [1.435, 0.839, -1.246], [-1.504, -0.344, -0.991]], "forces_ev_per_a": [[-0.08, 0.17, -0.10], [-0.10, -0.14, 0.10], [-0.12, 0.16, -0.05], [0.19, 0.11, 0.02], [-0.25, -0.25, -0.17], [-0.05, -0.15, 0.30], [0.06, 0.00, -0.05], [-0.08, 0.20, 0.03], [-0.04, -0.12, -0.03], [0.39, -0.20, -0.05], [0.06, 0.21, -0.01]]}